[1]
C6H6 | ωB97M-V/def2-TZVPD

ORCA input file:
```
! wB97M-V def2-TZVPD RIJCOSX def2/J DEFGRID3
* xyz 0 1
C 0.638 -0.113 1.835
C 1.644 -0.250 1.085
C -0.155 0.937 -0.410
C -0.802 1.990 -0.815
C 0.355 -0.191 0.084
C 0.197 -1.541 -0.523
H -0.112 -0.151 2.690
H -1.825 2.193 -0.536
H -0.341 2.666 -1.391
H -0.093 -1.332 -1.473
H -0.557 -2.115 -0.004
H 1.050 -2.092 -0.543
*
```

HOMO-LUMO gap: 9.409 eV
DFT total energy: -6312.74519 eV
ΔE to the lowest compared entry with this formula, charge and spin: 622.8 kJ/mol


[2]
C6H6 | ωB97M-V/def2-TZVPD

ORCA input file:
```
! wB97M-V def2-TZVPD RIJCOSX def2/J DEFGRID3
* xyz 0 1
C 0.442 1.020 0.795
C 0.745 -0.255 1.202
C 0.436 -1.268 0.308
C -0.385 -0.989 -0.812
C -0.799 0.283 -1.151
C -0.328 1.315 -0.349
H 0.804 1.886 1.329
H 1.242 -0.586 2.102
H 0.625 -2.317 0.480
H -0.664 -1.796 -1.473
H -1.488 0.360 -1.979
H -0.630 2.346 -0.454
*
```

HOMO-LUMO gap: 10.382 eV
DFT total energy: -6318.89030 eV
SMILES: c1ccccc1
ΔE to the lowest compared entry with this formula, charge and spin: 29.9 kJ/mol


[3]
C6H6 | ωB97M-V/def2-TZVPD

ORCA input file:
```
! wB97M-V def2-TZVPD RIJCOSX def2/J DEFGRID3
* xyz 0 1
C -0.240 0.927 3.193
C -0.281 0.219 2.233
C -0.292 -0.576 1.030
C 0.108 0.016 -0.138
C -0.137 -0.494 -1.422
C 0.399 0.023 -2.518
H -0.108 1.417 4.087
H -0.844 -1.529 0.931
H 0.599 0.972 -0.087
H -0.745 -1.404 -1.386
H 0.225 -0.412 -3.494
H 1.316 0.841 -2.430
*
```

HOMO-LUMO gap: 8.710 eV
DFT total energy: -6315.58140 eV
SMILES: C#C/C=C/C=C
ΔE to the lowest compared entry with this formula, charge and spin: 349.2 kJ/mol


[4]
C6H6 | ωB97M-V/def2-TZVPD

ORCA input file:
```
! wB97M-V def2-TZVPD RIJCOSX def2/J DEFGRID3
* xyz 0 1
C -2.006 0.795 -2.177
C -0.829 0.902 -2.445
C 0.148 0.987 -1.438
C 0.354 0.891 -0.251
C 0.469 0.319 1.082
C 0.983 -1.114 0.892
H -2.923 0.795 -1.640
H 1.127 0.921 1.711
H -0.519 0.310 1.569
H 1.292 -1.562 1.838
H 0.209 -1.742 0.435
H 1.832 -1.097 0.203
*
```

HOMO-LUMO gap: 9.418 eV
DFT total energy: -6313.59877 eV
SMILES: C#CC#CCC
ΔE to the lowest compared entry with this formula, charge and spin: 540.5 kJ/mol


[5]
C6H6 | ωB97M-V/def2-TZVPD

ORCA input file:
```
! wB97M-V def2-TZVPD RIJCOSX def2/J DEFGRID3
* xyz 0 1
C 1.056 0.460 0.871
C 1.425 0.935 -0.445
C 0.895 -0.943 0.405
C 1.224 -0.491 -0.934
C -0.003 0.248 -0.182
C -1.502 0.473 -0.143
H 0.844 0.893 1.857
H 0.295 -1.840 0.627
H 1.286 -1.042 -1.971
H -1.664 1.466 0.144
H -1.799 -0.192 0.735
H -2.055 0.032 -0.965
*
```

HOMO-LUMO gap: 8.781 eV
DFT total energy: -6312.59986 eV
ΔE to the lowest compared entry with this formula, charge and spin: 636.8 kJ/mol


[6]
C6H6 | ωB97M-V/def2-TZVPD

ORCA input file:
```
! wB97M-V def2-TZVPD RIJCOSX def2/J DEFGRID3
* xyz 0 1
C 0.240 1.364 -1.160
C -0.927 1.277 -0.601
C 1.140 0.135 -0.673
C -0.436 -0.753 1.588
C -1.185 -0.784 0.288
C 0.048 -0.400 0.173
H 0.456 1.914 -1.983
H 1.443 -0.391 -1.648
H 2.082 0.525 -0.103
H -0.503 -0.064 2.467
H -0.259 -1.728 1.989
H -2.098 -1.095 -0.337
*
```

HOMO-LUMO gap: 9.106 eV
DFT total energy: -6311.35201 eV
ΔE to the lowest compared entry with this formula, charge and spin: 757.2 kJ/mol


[7]
C6H6 | ωB97M-V/def2-TZVPD

ORCA input file:
```
! wB97M-V def2-TZVPD RIJCOSX def2/J DEFGRID3
* xyz 0 1
C 2.179 -0.841 0.324
C 1.022 -0.521 0.414
C -0.398 -0.122 0.464
C -1.199 -0.805 -0.648
C -0.393 1.324 0.323
C -0.179 2.502 0.166
H 3.175 -1.219 0.262
H -0.799 -0.374 1.451
H -0.817 -0.492 -1.624
H -1.097 -1.887 -0.555
H -2.253 -0.527 -0.577
H 0.760 2.962 0.000
*
```

HOMO-LUMO gap: 11.016 eV
DFT total energy: -6314.56645 eV
SMILES: C#CC(C)C#C
ΔE to the lowest compared entry with this formula, charge and spin: 447.1 kJ/mol


[8]
C6H64NO26 | ωB97M-V/def2-TZVPD

ORCA input file:
```
! wB97M-V def2-TZVPD RIJCOSX def2/J DEFGRID3
* xyz 1 1
C 0.299 -3.001 -4.066
O -0.431 -2.392 -2.897
C 0.300 -1.368 -2.164
C -0.638 -0.891 -1.100
N 0.087 -0.164 -0.112
H 0.754 -0.852 0.407
H 0.668 0.563 -0.693
C -0.684 0.491 0.933
C 0.329 1.146 1.885
O -0.522 1.756 2.833
C 0.236 2.523 3.800
H 0.464 -2.080 -4.744
H -0.411 -3.679 -4.516
H 1.289 -3.470 -3.769
H 0.215 -0.704 -2.908
H 1.276 -1.612 -1.880
H -1.114 -1.693 -0.669
H -1.345 -0.452 -1.521
H -1.221 -0.240 1.397
H -1.373 1.231 0.403
H 1.177 1.762 1.314
H 0.811 0.244 2.573
H -0.201 3.528 4.124
H 1.259 2.578 3.447
H 0.306 1.815 4.798
O 2.120 3.100 7.252
H 1.489 2.469 7.244
H 1.851 3.878 6.617
O -3.997 -0.051 0.091
H -3.916 0.870 -0.143
H -3.952 -0.606 -0.679
O 3.223 0.672 3.538
H 3.591 1.021 4.390
H 3.960 1.147 2.897
O 1.818 4.823 5.012
H 2.546 5.072 5.577
H 1.659 5.421 4.204
O -3.846 -1.103 2.543
H -4.077 -0.680 1.703
H -3.772 -1.919 2.083
O -1.749 -4.369 -1.492
H -1.189 -3.898 -2.186
H -2.565 -4.196 -1.762
O 2.225 1.324 -1.408
H 2.697 2.161 -1.661
H 2.953 0.582 -1.602
O -2.131 0.262 4.449
H -2.795 -0.149 3.867
H -1.899 1.180 4.212
O -3.741 -1.810 -2.062
H -4.352 -2.493 -1.731
H -3.771 -1.359 -2.956
O 0.204 4.051 0.726
H -0.293 3.708 1.431
H -0.453 4.436 0.177
O -0.123 1.410 7.355
H 0.124 0.360 7.301
H -1.070 1.235 7.403
O 1.392 -4.327 -0.758
H 1.236 -3.843 0.011
H 0.472 -4.632 -1.077
O -0.644 -3.138 -7.391
H -0.029 -2.888 -8.030
H -0.628 -2.501 -6.716
O -1.188 4.151 7.209
H -0.616 3.446 6.997
H -2.044 3.806 7.684
O -0.939 -0.466 -6.712
H -1.318 -0.852 -7.526
H -1.648 0.272 -6.512
O 3.699 -1.034 -2.258
H 4.243 -1.605 -1.953
H 3.863 -1.116 -3.293
O 1.356 -4.644 -6.570
H 0.655 -4.160 -6.924
H 1.999 -4.084 -6.417
O 1.750 0.488 -6.066
H 2.143 1.047 -6.762
H 1.138 -0.208 -6.525
O -0.292 -1.875 3.807
H -1.004 -1.276 3.926
H -0.829 -2.640 3.822
O 0.598 -6.413 -4.527
H 0.925 -5.639 -5.208
H 0.081 -6.902 -5.259
O -0.191 1.812 -4.159
H 0.516 1.511 -4.687
H 0.148 2.686 -3.685
O 0.869 -2.484 1.354
H 1.794 -2.424 1.721
H 0.458 -2.286 2.293
O -2.794 5.412 2.964
H -1.960 5.492 3.365
H -3.247 6.176 2.951
O 2.866 4.413 0.335
H 2.992 5.033 1.057
H 1.910 4.152 0.295
*
```

HOMO-LUMO gap: 9.534 eV
DFT total energy: -61973.45980 eV
ΔE to the lowest compared entry with this formula, charge and spin: 33.7 kJ/mol


[9]
C6H6BrFNO | ωB97M-V/def2-TZVPD

ORCA input file:
```
! wB97M-V def2-TZVPD RIJCOSX def2/J DEFGRID3
* xyz -1 1
C 1.005 -0.360 0.354
C -0.275 0.381 0.056
C -0.994 1.223 0.891
C -2.075 2.024 0.467
F -2.530 3.126 1.187
C -2.085 2.213 -1.149
Br -2.675 3.830 -1.857
N -1.446 1.323 -1.851
O -1.077 1.544 -3.088
C -1.135 0.043 -1.179
H 1.769 0.199 0.012
H 0.858 -1.325 -0.074
H 1.025 -0.352 1.509
H -0.813 1.518 1.957
H -0.690 -0.491 -2.052
H -1.999 -0.467 -0.600
*
```

HOMO-LUMO gap: 5.511 eV
DFT total energy: -82613.14883 eV
SMILES: CC1=CC(F)=C(Br)N([O-])C1
ΔE to the lowest compared entry with this formula, charge and spin: 0.0 kJ/mol


[10]
C6H6BrN3 | ωB97M-V/def2-TZVPD

ORCA input file:
```
! wB97M-V def2-TZVPD RIJCOSX def2/J DEFGRID3
* xyz 0 1
C 0.575 -1.276 -2.300
C 0.499 -0.666 -0.912
N -0.785 -0.385 -0.492
N -0.654 0.281 0.751
C -1.505 0.956 1.565
C -0.711 1.641 2.423
N 0.617 1.412 2.164
C 0.592 0.610 1.145
C 1.446 -0.254 -0.086
Br 3.230 -0.178 -0.365
H 0.693 -2.431 -2.405
H 1.453 -0.768 -2.884
H -0.384 -1.015 -2.810
H -1.682 -0.782 -0.705
H -2.538 0.647 1.674
H -0.845 2.209 3.237
*
```

HOMO-LUMO gap: 8.913 eV
DFT total energy: -80828.98003 eV
SMILES: Cc1[nH]n2ccnc2c1Br
ΔE to the lowest compared entry with this formula, charge and spin: 180.2 kJ/mol


[11]
C6H6Cl2FeInN2O3S | ωB97M-V/def2-TZVPD

ORCA input file:
```
! wB97M-V def2-TZVPD RIJCOSX def2/J DEFGRID3
* xyz 4 6
In 2.208 0.616 1.198
Fe 0.055 -1.152 -0.087
Cl 1.131 0.348 3.355
Cl 1.513 -2.373 -1.059
C -0.236 0.040 -1.462
C 3.514 2.142 2.877
C 4.675 0.400 0.314
O -0.443 0.410 -2.565
O 3.474 2.788 3.814
O 5.654 0.416 -0.278
S -1.773 -0.913 1.075
C -2.979 -0.886 -0.142
N -3.331 0.235 -0.790
C -4.338 0.013 -1.813
C -4.595 -1.501 -1.717
N -3.736 -1.905 -0.598
H -2.876 1.118 -0.631
H -3.963 0.305 -2.808
H -5.245 0.596 -1.584
H -4.318 -2.026 -2.653
H -5.654 -1.714 -1.488
H -3.538 -2.877 -0.392
*
```

HOMO-LUMO gap (alpha / beta): 4.483 / 5.800 eV
DFT total energy: -90830.62990 eV
⟨S²⟩: 8.98
ΔE to the lowest compared entry with this formula, charge and spin: 1.1 kJ/mol


[12]
C6H6Cl2N2O2 | ωB97M-V/def2-TZVPD

ORCA input file:
```
! wB97M-V def2-TZVPD RIJCOSX def2/J DEFGRID3
* xyz 0 1
C 0.678 -0.329 0.842
C -0.706 -0.883 0.831
C -0.931 1.377 -0.214
C -0.256 2.459 -0.531
C 2.950 -0.049 0.297
C -2.800 -0.160 -0.413
N 1.652 -0.740 0.163
N -1.464 0.230 -0.166
O 0.309 0.467 1.733
O -1.485 -1.498 1.484
Cl -0.176 3.741 0.548
Cl 0.744 2.393 -1.940
H 3.554 -0.236 -0.590
H 3.194 1.067 0.290
H 3.522 -0.649 1.080
H -3.056 -1.294 -0.339
H -3.544 0.274 0.345
H -3.070 0.311 -1.292
*
```

HOMO-LUMO gap: 7.575 eV
DFT total energy: -38433.54433 eV
ΔE to the lowest compared entry with this formula, charge and spin: 261.6 kJ/mol


[13]
C6H6ClN3S | ωB97M-V/def2-TZVPD

ORCA input file:
```
! wB97M-V def2-TZVPD RIJCOSX def2/J DEFGRID3
* xyz 0 1
C -0.606 2.020 -0.507
C 0.915 -0.925 1.981
C -1.483 -0.908 1.242
C -0.296 -1.730 1.187
C -0.717 0.657 -0.361
C 0.920 1.123 -2.464
N -0.228 3.100 -0.560
N 1.332 0.111 1.523
N -1.482 0.234 0.587
S 0.211 -0.338 -1.611
Cl -2.924 -1.144 2.171
H 1.116 -1.551 2.806
H 0.260 -1.823 0.332
H -0.244 -2.757 1.723
H 0.168 1.830 -2.636
H 1.251 0.748 -3.385
H 1.808 1.356 -2.027
*
```

HOMO-LUMO gap (alpha / beta): 7.796 / 6.799 eV
DFT total energy: -34142.16123 eV
ΔE to the lowest compared entry with this formula, charge and spin: 352.1 kJ/mol


[14]
C6H6ClNO2 | ωB97M-V/def2-TZVPD

ORCA input file:
```
! wB97M-V def2-TZVPD RIJCOSX def2/J DEFGRID3
* xyz 0 1
C 0.805 -1.649 -1.114
C -0.179 -0.784 -0.488
C -1.536 -1.174 -0.130
C -2.126 -0.069 0.409
O -1.254 0.986 0.458
C -0.052 0.516 -0.029
N 1.116 1.228 0.364
O 2.196 0.551 0.197
C 1.217 2.368 1.024
Cl -0.240 3.253 1.230
H 1.794 -1.134 -1.226
H 1.097 -2.613 -0.434
H 0.186 -2.117 -1.875
H -2.077 -2.120 -0.464
H -3.116 0.053 0.746
H 2.169 2.706 1.331
*
```

HOMO-LUMO gap: 8.438 eV
DFT total energy: -24422.34147 eV
SMILES: Cc1ccoc1/[N+]([O-])=C\Cl
ΔE to the lowest compared entry with this formula, charge and spin: 310.7 kJ/mol


[15]
C6H6ClNS | ωB97M-V/def2-TZVPD

ORCA input file:
```
! wB97M-V def2-TZVPD RIJCOSX def2/J DEFGRID3
* xyz 0 1
C -1.311 -0.899 0.438
C -0.151 -0.439 0.313
C 1.119 -0.179 -0.034
C -3.645 0.893 0.885
C 1.219 0.984 -0.978
C 2.294 -0.976 0.458
N -2.443 -1.394 0.466
S -3.688 -0.385 -0.247
Cl -4.785 2.068 0.628
H 0.278 1.343 -1.516
H 1.561 1.730 -0.321
H 1.858 0.728 -1.786
H 3.155 -0.278 0.668
H 2.070 -1.613 1.336
H 2.471 -1.583 -0.309
*
```

HOMO-LUMO gap: 8.461 eV
DFT total energy: -31161.24866 eV
ΔE to the lowest compared entry with this formula, charge and spin: 402.8 kJ/mol


[16]
C6H6F3NO5Pb | ωB97M-V/def2-TZVPD

ORCA input file:
```
! wB97M-V def2-TZVPD RIJCOSX def2/J DEFGRID3
* xyz 2 1
O 2.169 -2.630 0.882
N 1.117 -2.810 0.242
O 0.122 -2.124 0.890
C -0.615 -1.401 -0.198
O -2.012 -1.856 -0.319
C -2.707 -0.743 -1.040
O -3.573 -0.819 -2.054
C -2.112 0.602 -0.246
C -0.515 0.235 -0.238
C 0.501 0.992 0.812
O 1.341 2.005 0.159
C 2.600 1.454 -0.359
F 2.761 2.031 -1.746
F 2.629 -0.016 -0.530
F 3.812 1.824 0.424
H -0.011 -1.702 -1.183
H -2.727 0.553 0.760
H -2.299 1.498 -0.982
H -0.012 0.449 -1.276
H -0.205 1.588 1.569
H 1.109 0.239 1.511
Pb -1.373 0.631 2.922
*
```

HOMO-LUMO gap: 5.324 eV
DFT total energy: -31416.64192 eV
ΔE to the lowest compared entry with this formula, charge and spin: 320.8 kJ/mol


[17]
C6H6F3PtS6 | ωB97M-V/def2-TZVPD

ORCA input file:
```
! wB97M-V def2-TZVPD RIJCOSX def2/J DEFGRID3
* xyz 1 5
Pt -0.929 -0.869 -0.446
S 4.909 -1.818 3.602
C 3.604 -1.602 2.689
S 2.086 -1.022 3.310
C 1.223 -1.021 1.832
C 1.936 -1.462 0.703
S 1.331 -1.545 -0.888
S 3.564 -1.919 0.980
S -0.396 -0.468 1.842
F -2.661 -3.126 -1.067
C -2.673 -1.806 -1.156
F -2.810 -1.447 -2.439
F -3.710 -1.319 -0.461
C 0.682 2.062 -1.449
S -0.924 1.292 -1.642
C -1.902 2.223 -0.451
H 0.994 2.039 -0.406
H 0.601 3.089 -1.803
H 1.387 1.513 -2.070
H -2.100 3.217 -0.853
H -1.366 2.294 0.493
H -2.845 1.697 -0.319
*
```

HOMO-LUMO gap (alpha / beta): 7.616 / 5.977 eV
DFT total energy: -82720.91172 eV
⟨S²⟩: 6.04


[18]
C6H6F4 | ωB97M-V/def2-TZVPD

ORCA input file:
```
! wB97M-V def2-TZVPD RIJCOSX def2/J DEFGRID3
* xyz 0 1
C -2.405 0.113 -0.016
C -1.504 -0.765 -0.200
C -0.066 -0.390 -0.512
F 0.258 -0.843 -1.714
C 0.411 1.027 -0.315
F 0.554 1.798 -1.362
C 1.798 0.506 0.234
F 2.420 1.083 1.302
C 1.084 -0.873 0.548
F 1.654 -2.112 0.301
H -3.442 -0.041 0.329
H -2.038 1.170 0.102
H -1.671 -1.813 -0.096
H -0.193 1.486 0.477
H 2.460 0.462 -0.618
H 0.680 -0.807 1.540
*
```

HOMO-LUMO gap: 11.564 eV
DFT total energy: -17186.90660 eV
SMILES: C=C[C@@]1(F)[C@H](F)[C@@H](F)[C@@H]1F
ΔE to the lowest compared entry with this formula, charge and spin: 0.0 kJ/mol


[19]
C6H6F5NO2 | ωB97M-V/def2-TZVPD

ORCA input file:
```
! wB97M-V def2-TZVPD RIJCOSX def2/J DEFGRID3
* xyz 0 1
C -1.013 0.782 -1.371
C 1.757 0.001 -0.210
C 2.245 -1.354 -0.197
C -3.114 0.464 -0.354
C -1.146 -0.847 0.483
C 2.283 1.142 0.609
N -1.694 0.113 -0.539
O -0.740 1.536 -2.161
O 2.608 -0.569 -1.248
F 3.243 -1.721 0.677
F 1.565 -2.457 -0.344
F 3.131 1.011 1.740
F 2.870 2.115 -0.045
F 1.207 1.641 1.295
H -3.594 -0.483 -0.183
H -3.046 0.989 0.626
H -3.570 1.078 -1.061
H -1.928 -1.578 0.696
H -0.344 -1.537 0.284
H -0.720 -0.326 1.305
*
```

HOMO-LUMO gap: 6.776 eV
DFT total energy: -25486.34239 eV


[20]
C6H6FI2NO | ωB97M-V/def2-TZVPD

ORCA input file:
```
! wB97M-V def2-TZVPD RIJCOSX def2/J DEFGRID3
* xyz 0 1
C 0.014 -0.130 0.216
C 0.776 -0.695 -0.900
C -1.014 0.399 -0.493
C 0.348 0.054 1.662
C 2.254 -1.069 -0.810
C -2.187 1.210 0.047
N 0.199 -0.533 -2.067
O -1.020 0.043 -1.794
F -1.786 2.109 1.024
I -3.653 -0.280 0.966
I -3.094 2.341 -1.568
H 1.435 0.137 1.816
H -0.301 0.807 2.101
H 0.134 -0.872 2.340
H 2.673 -0.701 0.163
H 2.389 -2.227 -1.007
H 2.832 -0.592 -1.694
*
```

HOMO-LUMO gap: 8.624 eV
DFT total energy: -28773.06260 eV